1 | ORCA calculation (ωB97M-V with the def2-TZVPD basis set) on C7H12 in the gas phase.

Computed properties:
E_HOMO	-0.299	Ha
multiplicity	1

Element x y z (Å)
H 0.75 -0.58 2.16
H -2.44 1.14 0.19
H -0.54 1.33 -1.06
H 2.30 1.28 -0.88
C -2.61 0.11 -0.19
H -3.22 0.21 -1.11
H -3.24 -0.46 0.51
H -0.69 -1.04 1.25
C 0.06 -0.25 1.38
H -0.45 0.66 1.72
H 2.33 -1.51 0.50
C 2.08 0.64 -0.03
C 0.74 -0.04 0.04
H 2.53 0.98 0.91
C -0.30 0.25 -1.06
C 1.96 -0.84 -0.27
H 0.11 -0.03 -2.04
H 2.11 -1.20 -1.29
C -1.46 -0.65 -0.72

***

2 | ORCA calculation (ωB97M-V with the def2-TZVPD basis set) on C7H12 in the gas phase.

Computed properties:
SMILES	C=C(C)C(=C)CC
E_HOMO	-0.324	Ha
multiplicity	1

Element x y z (Å)
H -0.99 0.69 -2.48
H 0.19 3.19 0.07
C -0.04 -1.33 0.18
C 1.30 -2.02 0.32
H -0.80 -2.03 -0.12
C -0.48 1.25 1.47
C -0.72 -0.26 -1.95
C 0.16 2.35 -0.70
H -0.55 2.15 2.14
H 0.01 2.79 -1.74
H -1.44 0.68 1.53
H 0.19 0.72 2.21
H -0.34 -1.09 1.28
C -0.26 -0.15 -0.75
C -0.27 1.25 -0.05
H 1.80 -2.12 -0.66
H -0.91 -1.26 -2.44
H 1.92 -1.66 1.16
H 1.22 -3.15 0.53

***

Energies, relative to the best one, in hartree: 1 0.0488; 2 0.0000.